C4H9N | wB97M-V/def2-TZVPD

```
14
Properties=species:S:1:pos:R:3:mulliken_charge:R:1
C -0.838 -1.362 1.864 -0.817
C -0.609 0.032 1.211 -0.384
C 0.251 0.235 0.213 -0.329
N -0.055 0.850 -0.988 -0.337
C 1.106 0.963 -1.902 -0.744
H -0.472 -1.992 1.030 0.297
H -0.480 -1.380 2.993 0.268
H -2.013 -1.473 1.799 0.211
H -1.187 0.893 1.449 0.387
H 1.263 -0.188 0.117 0.278
H -1.058 0.473 -1.294 0.324
H 1.638 -0.139 -1.991 0.302
H 0.756 1.280 -2.936 0.298
H 1.699 1.809 -1.565 0.245
```

Computed properties:
Kohn-Sham gap: 8.566 eV
E_HOMO: -0.2725 Eh
Lowest unoccupied orbital energy: 1.15 eV
Structure (SMILES): C/C=C/NC
DFT total energy: -5780.8853 eV
Charge: 0
Energy relative to the best compared isomer or geometry (same formula, charge and spin): 67.5 kcal/mol

=====

C4H9N | wB97M-V/def2-TZVPD

```
14
Properties=species:S:1:pos:R:3:mulliken_charge:R:1
H -2.234 -1.361 0.602 0.232
N -1.292 -1.482 0.233 -0.685
C -0.709 -0.419 -0.103 0.742
C -1.302 0.965 -0.005 -1.224
C 0.690 -0.521 -0.638 -0.508
C 1.705 0.008 0.377 -1.088
H -0.597 1.732 -0.313 0.314
H -2.184 1.025 -0.643 0.363
H -1.619 1.164 1.018 0.320
H 0.764 0.052 -1.565 0.283
H 0.901 -1.569 -0.850 0.291
H 2.712 -0.081 -0.022 0.323
H 1.519 1.054 0.611 0.310
H 1.645 -0.567 1.297 0.325
```

Computed properties:
Kohn-Sham gap: 10.676 eV
E_HOMO: -0.3528 Eh
Lowest unoccupied orbital energy: 1.07 eV
Structure (SMILES): [H]/N=C(\C)CC
DFT total energy: -5783.8120 eV
Charge: 0
Energy relative to the best compared isomer or geometry (same formula, charge and spin): 0.0 kcal/mol

=====

C4H9N | wB97M-V/def2-TZVPD

```
14
Properties=species:S:1:pos:R:3:mulliken_charge:R:1
C -0.631 1.367 1.378 -0.755
N 0.103 1.121 0.141 -0.412
C 0.555 -0.199 -0.058 -0.100
C 0.800 -0.831 -1.456 -0.547
C -0.174 -1.410 -0.540 -0.502
H 0.005 1.157 2.337 0.238
H -0.987 2.382 1.513 0.291
H -1.519 0.681 1.337 0.292
H -0.689 1.355 -0.554 0.284
H 1.382 -0.466 0.624 0.311
H 1.812 -1.227 -1.561 0.210
H 0.553 -0.277 -2.343 0.224
H -1.242 -1.236 -0.526 0.216
H 0.032 -2.418 -0.292 0.250
```

Computed properties:
Kohn-Sham gap: 9.742 eV
E_HOMO: -0.3136 Eh
Lowest unoccupied orbital energy: 1.21 eV
Structure (SMILES): CNC1CC1
DFT total energy: -5781.9316 eV
Charge: 0
Energy relative to the best compared isomer or geometry (same formula, charge and spin): 43.4 kcal/mol

=====

C4H9N | wB97M-V/def2-TZVPD

```
14
Properties=species:S:1:pos:R:3:mulliken_charge:R:1
N -1.624 -1.097 -0.650 -0.644
C -0.502 -0.105 -1.011 -0.492
C -0.052 0.582 0.208 -0.091
C 0.847 -0.084 1.267 -0.529
C 1.427 0.957 0.320 -0.643
H -1.700 -1.887 -1.397 0.244
H -1.288 -1.649 0.099 0.260
H 0.389 -0.499 -1.453 0.259
H -1.040 0.713 -1.671 0.221
H -0.688 1.309 0.633 0.411
H 0.680 0.200 2.261 0.262
H 1.120 -1.183 1.255 0.228
H 1.569 1.983 0.623 0.255
H 2.013 0.598 -0.498 0.259
```

Computed properties:
Kohn-Sham gap: 10.877 eV
E_HOMO: -0.3540 Eh
Lowest unoccupied orbital energy: 1.25 eV
Structure (SMILES): NCC1CC1
DFT total energy: -5782.4342 eV
Charge: 0
Energy relative to the best compared isomer or geometry (same formula, charge and spin): 31.8 kcal/mol

=====

C4H9N | wB97M-V/def2-TZVPD

```
14
Properties=species:S:1:pos:R:3:mulliken_charge:R:1
C -1.821 0.183 -0.012 -1.116
C -0.615 -0.766 -0.183 -0.590
C 0.636 -0.262 0.485 0.089
C 1.398 0.783 -0.183 -0.505
N 1.825 -0.642 -0.286 -0.620
H -2.168 0.472 1.084 0.261
H -2.670 -0.054 -0.615 0.377
H -1.609 1.175 -0.337 0.335
H -0.728 -1.817 0.036 0.362
H -0.520 -0.752 -1.262 0.231
H 0.719 -0.340 1.566 0.429
H 1.925 1.491 0.504 0.269
H 0.991 1.267 -1.101 0.246
H 2.636 -0.739 0.305 0.232
```

Computed properties:
Kohn-Sham gap: 10.889 eV
E_HOMO: -0.3567 Eh
Lowest unoccupied orbital energy: 1.18 eV
Structure (SMILES): CC[C@@H]1CN1
DFT total energy: -5782.4647 eV
Charge: 0
Energy relative to the best compared isomer or geometry (same formula, charge and spin): 31.1 kcal/mol

=====

C4H9N | wB97M-V/def2-TZVPD

```
14
Properties=species:S:1:pos:R:3:mulliken_charge:R:1
C -3.722 0.521 0.164 -0.287
C -2.936 -0.138 -0.454 -0.421
H -4.423 1.162 0.652 0.380
H -2.146 -0.733 -0.910 0.345
C 0.667 -0.871 0.323 -0.727
C 1.906 -0.189 -0.256 -0.387
N 1.949 1.253 -0.089 -0.605
H 0.732 -1.964 0.285 0.331
H 0.488 -0.537 1.360 0.312
H -0.224 -0.589 -0.252 -0.036
H 2.803 -0.634 0.165 0.312
H 1.951 -0.391 -1.333 0.303
H 1.124 1.633 -0.551 0.242
H 1.831 1.476 0.894 0.238
```

Computed properties:
Kohn-Sham gap: 10.467 eV
E_HOMO: -0.3467 Eh
Lowest unoccupied orbital energy: 1.03 eV
Structure (SMILES): C#C.CCN
DFT total energy: -5781.5456 eV
Charge: 0
Energy relative to the best compared isomer or geometry (same formula, charge and spin): 52.3 kcal/mol

=====

C4H9N | wB97M-V/def2-TZVPD

```
14
Properties=species:S:1:pos:R:3:mulliken_charge:R:1
C -0.278 -0.949 -0.743 -0.485
C -1.011 0.611 -0.447 -0.468
C -0.353 0.628 1.059 -0.431
C 1.181 -0.591 -0.098 -0.403
H -0.358 -1.382 -1.962 0.263
H -0.835 -1.945 0.046 0.190
H -2.286 0.696 -0.546 0.264
H -0.554 1.493 -1.275 0.205
H -0.605 -0.424 1.717 0.205
H -0.783 1.518 1.716 0.251
H 1.265 1.440 0.229 0.320
H 2.068 -0.216 -0.972 0.271
H 1.523 -1.483 0.534 0.217
N 1.028 0.602 0.742 -0.399
```

Computed properties:
Kohn-Sham gap: 9.920 eV
E_HOMO: -0.3255 Eh
Lowest unoccupied orbital energy: 1.06 eV
DFT total energy: -5779.0681 eV
Charge: 0
Energy relative to the best compared isomer or geometry (same formula, charge and spin): 109.4 kcal/mol

=====

C4H9N | wB97M-V/def2-TZVPD

```
14
Properties=species:S:1:pos:R:3:mulliken_charge:R:1
C -0.787 1.987 -0.633 -0.700
C -0.164 1.959 0.540 0.115
C 0.071 0.763 1.394 -0.882
H -0.695 2.808 -1.332 0.251
H -1.294 1.124 -1.057 0.193
H 0.475 2.822 0.732 0.250
H 0.811 0.076 0.974 0.170
H -0.904 0.271 1.453 0.275
H 0.540 1.024 2.344 0.317
C 0.504 -2.794 -0.615 -0.245
N 0.645 -1.733 -1.285 -0.466
H 1.102 -2.989 0.278 0.261
H -0.297 -3.534 -0.722 0.219
H -0.006 -1.785 -2.071 0.239
```

Computed properties:
Kohn-Sham gap: 10.432 eV
E_HOMO: -0.3437 Eh
Lowest unoccupied orbital energy: 1.08 eV
Structure (SMILES): C=CC.C=N
DFT total energy: -5782.0593 eV
Charge: 0
Energy relative to the best compared isomer or geometry (same formula, charge and spin): 40.4 kcal/mol

=====

C4H9N | wB97M-V/def2-TZVPD

```
14
Properties=species:S:1:pos:R:3:mulliken_charge:R:1
C 2.207 -0.025 -0.074 -0.765
C -0.047 0.485 0.174 -0.594
C -1.411 -0.212 0.447 -0.130
C -2.536 -0.061 -0.251 -1.103
H 2.309 0.703 -0.961 0.267
H 2.998 -0.905 -0.190 0.285
H 2.411 0.747 1.068 0.202
H 0.857 -1.361 -0.742 0.279
H 0.189 1.119 0.907 0.436
H -0.250 0.978 -0.685 0.373
H -1.608 -0.830 1.224 0.359
H -2.581 0.369 -1.042 0.458
H -3.441 -0.454 0.021 0.276
N 0.904 -0.553 0.104 -0.343
```

Computed properties:
Kohn-Sham gap: 9.996 eV
E_HOMO: -0.3265 Eh
Lowest unoccupied orbital energy: 1.11 eV
DFT total energy: -5779.6515 eV
Charge: 0
Energy relative to the best compared isomer or geometry (same formula, charge and spin): 95.9 kcal/mol

=====

C4H9N | wB97M-V/def2-TZVPD

```
14
Properties=species:S:1:pos:R:3:lowdin_spin:R:1
C -0.958 0.089 0.765 0.013
C -0.086 -0.002 -0.448 0.089
C 1.334 0.112 -0.117 0.302
C 2.304 0.658 -0.866 0.460
N -2.193 -0.799 0.444 0.029
H -1.137 1.120 1.237 0.003
H -0.389 -0.348 1.603 0.002
H -0.364 0.646 -1.272 0.011
H -0.356 -1.010 -0.811 0.054
H 1.622 -0.170 0.949 0.007
H 2.507 0.984 -1.935 0.012
H 3.356 0.805 -0.519 0.017
H -2.333 -1.342 1.319 0.001
H -3.119 -0.235 0.318 0.001
```

Computed properties:
Kohn-Sham gap (spin up / spin down): 9.166 / 4.644 eV
E_HOMO (spin up / spin down): -0.5184 / -0.5126 Eh
Lowest unoccupied orbital energy (spin up / spin down): -4.94 / -9.30 eV
DFT total energy: -5772.7065 eV
Charge: +1
Energy relative to the best compared isomer or geometry (same formula, charge and spin): 86.0 kcal/mol
2S+1: 2